A molecular structure, C9H31BBaNO15P3 in a non-equilibrium geometry, computed with wB97M-V/def2-TZVPD.

Geometry as XYZ:
```
61
Properties=species:S:1:pos:R:3:mulliken_spin:R:1
Ba -23.7913 -20.2655 12.1867 0.00
B -22.1740 -18.3248 13.4483 0.01
H -21.3652 -17.6386 13.6467 0.00
H -21.9037 -19.3451 13.6723 0.00
H -23.0651 -18.1317 14.0253 0.00
H -22.4048 -18.1954 12.4023 0.01
N -21.2619 -18.8906 9.7383 -0.04
O -20.6652 -18.3906 10.6622 0.45
O -22.3286 -19.4465 9.9918 0.21
O -20.8762 -18.8604 8.5503 0.35
C -24.4881 -16.4651 11.0928 0.00
O -25.7627 -16.7882 10.6838 0.00
P -25.9690 -17.9440 9.6351 0.00
O -25.3171 -19.2664 9.8858 0.00
O -25.5773 -17.2015 8.2208 0.00
C -26.2650 -16.0665 7.7808 0.00
O -27.6017 -18.1797 9.5166 0.00
C -27.9319 -19.2032 8.5802 0.00
H -24.2523 -15.4308 10.8425 0.00
H -23.7401 -17.1774 10.7445 0.00
H -24.5346 -16.5419 12.1791 0.00
H -27.2603 -16.0651 8.2252 0.00
H -26.2881 -15.9670 6.6956 0.00
H -25.7663 -15.1671 8.1419 0.00
H -28.9212 -19.6271 8.7528 0.00
H -27.2578 -20.0583 8.6282 0.00
H -27.9128 -18.9085 7.5310 0.00
C -26.2514 -25.7513 13.3439 0.00
O -25.7076 -24.4710 13.0655 0.00
P -24.7147 -23.6769 14.0862 0.00
O -24.3076 -22.3675 13.5150 0.00
O -25.5251 -23.5982 15.4816 0.00
C -26.8855 -22.9872 15.5123 0.00
O -23.4534 -24.5874 14.3933 0.00
C -22.5284 -24.7055 13.2976 0.00
H -26.3447 -25.9103 14.4182 0.00
H -25.7354 -26.5571 12.8219 0.00
H -27.2661 -25.7675 12.9462 0.00
H -26.9716 -22.1018 16.1422 0.00
H -27.5802 -23.7130 15.9349 0.00
H -27.1381 -22.8155 14.4660 0.00
H -21.7151 -24.0079 13.4977 0.00
H -22.8332 -24.5652 12.2605 0.00
H -22.0291 -25.6734 13.3416 0.00
C -27.5593 -23.7389 9.1905 0.00
O -26.2788 -24.2692 9.5957 0.00
P -24.9911 -23.3220 9.3797 0.00
O -24.9759 -22.2023 10.3420 0.00
O -23.8026 -24.4144 9.4175 0.00
C -22.4794 -24.0532 9.7675 0.00
O -25.0850 -22.8929 7.7752 0.00
C -24.5625 -21.6147 7.4145 0.00
H -28.1880 -23.3021 9.9665 0.00
H -28.0370 -24.6638 8.8675 0.00
H -27.4876 -22.9432 8.4489 0.00
H -22.1227 -24.8952 10.3607 0.00
H -22.2630 -23.1963 10.4054 0.00
H -21.9956 -24.0622 8.7908 0.00
H -24.1291 -21.0453 8.2368 -0.01
H -25.3330 -20.9939 6.9574 0.00
H -23.7042 -21.8202 6.7748 0.00
```

Values from the calculation:
- charge = +1
- multiplicity = 2
- total energy (Ha) = -2619.10673
- LUMO energy (spin up / spin down) (Eh) = -0.121 / -0.273
- Kohn-Sham gap (spin up / spin down) (eV) = 9.11 / 4.93

---

A molecular structure, C9H31O3P3Sr in a non-equilibrium geometry, computed with wB97M-V/def2-TZVPD.

Geometry as XYZ:
```
47
Properties=species:S:1:pos:R:3:lowdin_charge:R:1
Sr 0.1048 -0.8872 0.7581 0.41
H 0.9913 -2.2621 2.3041 0.06
H 0.5816 -2.7562 1.8793 0.05
P 1.4930 1.5837 1.1951 0.57
P -1.1272 -1.4403 -1.7315 0.58
C -2.9457 -1.4563 -1.6485 -0.30
H -3.3851 -2.0511 -2.4651 0.04
H -3.2888 -1.8617 -0.6800 0.03
H -3.3013 -0.4144 -1.7232 0.03
C -0.6949 -1.0735 -3.4540 -0.30
H 0.3945 -1.1746 -3.5769 0.03
H -1.2063 -1.7253 -4.1741 0.04
H -0.9680 -0.0250 -3.6501 0.03
C -0.7214 -3.2273 -1.5315 -0.33
H -1.0934 -3.6241 -0.5666 0.02
H -1.1622 -3.8464 -2.3306 0.04
H 0.3740 -3.3750 -1.5585 0.03
C 2.3803 2.7577 0.1288 -0.30
H 3.0497 3.4321 0.6751 0.04
H 2.9665 2.1920 -0.6085 0.03
H 1.6326 3.3562 -0.4105 0.03
C 0.7272 2.6157 2.4905 -0.32
H 0.3097 1.9922 3.3026 0.01
H 1.4321 3.3402 2.9290 0.04
H -0.1084 3.1673 2.0258 0.04
C 2.8564 0.7637 2.1288 -0.33
H 3.4212 0.1027 1.4469 0.03
H 3.5655 1.4819 2.5703 0.04
H 2.4556 0.1422 2.9514 0.02
H 1.7149 -0.4293 -1.0559 -0.18
H -0.5746 1.4349 -1.0366 -0.14
C -3.7900 1.3673 0.8759 -0.15
O -3.8245 0.1574 1.6925 -0.35
P -2.2735 -0.1697 2.3077 0.87
O -2.5823 -0.2967 3.9325 -0.35
C -2.4445 0.9974 4.6015 -0.11
O -2.0683 -1.7948 1.8528 -0.53
C -2.3055 -2.9319 2.7308 -0.09
H -3.0486 1.3010 0.0740 0.02
H -3.5528 2.2239 1.5130 0.07
H -4.8031 1.4807 0.4396 0.09
H -1.3831 1.2339 4.8142 0.08
H -2.8339 1.7954 3.9493 0.08
H -3.0185 0.9576 5.5187 0.09
H -1.5266 -2.9640 3.4988 0.08
H -2.2206 -3.8169 2.0890 0.09
H -3.3109 -2.8438 3.1303 0.09
```

Values from the calculation:
- charge = 0
- multiplicity = 1
- total energy (Ha) = -1641.78424
- LUMO energy (Eh) = -0.007
- Kohn-Sham gap (eV) = 4.99

---

A molecular structure, C9H32HfN16O11 in a non-equilibrium geometry, computed with wB97M-V/def2-TZVPD.

Geometry as XYZ:
```
69
Properties=species:S:1:pos:R:3:lowdin_charge:R:1
Hf 1.4766 -1.1073 -1.0324 2.17
C 0.4547 1.1436 -0.3697 -0.60
O -0.1636 0.5404 -1.3721 -0.18
O 0.5119 0.3555 0.6298 -0.10
O 1.6641 1.2477 -0.9071 -0.18
C -3.2537 1.8486 2.2330 -0.66
O -3.2993 2.1995 1.0436 0.00
N -4.3228 2.0049 3.0289 0.17
N -2.1657 1.2742 2.8057 0.17
H -4.3695 1.5776 3.9357 0.10
H -5.1350 2.4531 2.6447 0.12
H -2.2239 1.1837 3.8028 0.09
H -1.3242 1.2283 2.2605 0.07
C 2.5437 -2.6020 1.9959 -0.58
O 2.3629 -1.7720 1.0797 -0.10
N 2.9747 -3.8587 1.7410 0.19
N 2.2772 -2.3852 3.2983 0.23
H 3.2291 -4.1767 0.8238 0.11
H 3.0846 -4.5343 2.4760 0.12
H 1.9767 -3.2225 3.7643 0.13
H 1.8578 -1.4990 3.5298 0.09
C 4.9083 -0.4507 -1.4800 -0.57
O 3.6923 -0.7021 -1.1810 -0.16
N 5.4159 0.7404 -1.2165 0.24
N 5.6553 -1.3834 -2.0835 0.22
H 6.4092 0.8648 -1.1003 0.14
H 4.7944 1.3803 -0.7412 0.14
H 6.6298 -1.1359 -2.1376 0.14
H 5.2307 -2.2284 -2.4115 0.13
C -1.1005 -2.8026 0.8761 -0.58
O -0.1856 -2.2321 0.2539 -0.10
N -1.6970 -2.2346 1.9358 0.22
N -1.5212 -4.0742 0.6272 0.18
H -2.4616 -2.7515 2.3242 0.12
H -1.4013 -1.3416 2.3098 0.08
H -0.9235 -4.6627 0.0728 0.11
H -2.3501 -4.4820 1.0141 0.12
C 1.2191 3.6756 -3.7132 -0.68
O 1.1669 4.5009 -4.6183 0.04
N 0.4006 2.5852 -3.6389 0.15
N 2.0042 3.8258 -2.6175 0.15
H 0.2373 2.1213 -2.7596 0.04
H -0.3456 2.5432 -4.3168 0.10
H 2.0997 3.0237 -2.0179 0.05
H 2.6693 4.5779 -2.6071 0.11
C -3.7902 2.3169 -2.6829 -0.68
O -3.5698 2.3889 -3.8942 -0.01
N -3.0502 1.4683 -1.9279 0.15
N -4.8587 2.9247 -2.0810 0.17
H -3.2159 1.2394 -0.9630 0.06
H -2.4160 0.9498 -2.5059 0.05
H -5.4594 3.4735 -2.6630 0.11
H -4.8631 2.7727 -1.0869 0.08
C -0.9868 -1.6554 -3.4082 -0.57
O -0.0828 -1.8683 -2.5615 -0.13
N -1.1555 -0.4734 -4.0754 0.23
N -1.9262 -2.5740 -3.6597 0.21
H -1.9130 -0.5465 -4.7303 0.13
H -0.4311 0.2272 -4.0719 0.10
H -1.9656 -3.3952 -3.0819 0.13
H -2.3439 -2.5654 -4.5743 0.13
C 0.2810 0.0905 4.6901 -0.68
O -0.3660 -0.7390 4.0324 -0.04
N 0.1121 0.1604 6.0372 0.18
N 1.0940 1.0282 4.1285 0.18
H -0.6474 -0.3786 6.4114 0.12
H 0.5663 0.8990 6.5433 0.11
H 1.3277 1.7541 4.7852 0.11
H 0.9575 1.2460 3.1547 0.09
```

Values from the calculation:
- charge = +2
- relative energy (zero: lowest compared OMol25 entry of this formula, charge and spin) (kcal/mol) = 0.0
- multiplicity = 1
- total energy (Ha) = -2113.73704
- LUMO energy (Eh) = -0.268
- Kohn-Sham gap (eV) = 5.46

---

A molecular structure, C9H32N11O7Sn in a non-equilibrium geometry, computed with wB97M-V/def2-TZVPD.

Geometry as XYZ:
```
60
Properties=species:S:1:pos:R:3:lowdin_charge:R:1
Sn 4.1947 20.0712 21.3749 1.69
O 4.1374 17.1706 21.4741 -0.48
H 3.6015 16.3812 21.3642 -0.06
C 0.1362 13.8274 20.6505 -0.06
C -1.2790 14.1789 20.1776 -0.41
C -2.3763 13.3038 20.7946 -0.24
O -2.1352 11.9374 20.6143 -0.19
C -3.2027 11.1286 21.1358 -0.07
N -1.4879 15.6309 20.3770 0.02
H 0.2135 12.7419 20.6683 0.08
H 0.2844 14.2711 21.6404 0.08
H 0.9102 14.2717 20.0225 0.07
H -1.3117 13.9867 19.1018 0.14
H -3.2740 13.5923 20.2298 0.13
H -2.4671 13.5478 21.8617 0.13
H -3.9458 11.1883 20.3383 0.09
H -3.5543 11.4558 22.1144 0.09
H -2.8542 10.1039 21.2342 0.09
H -1.9040 15.6944 21.3087 0.09
H -2.2605 15.9441 19.7897 0.09
C 2.7435 18.6023 24.5021 -0.66
O 2.5064 19.6067 23.8081 -0.11
N 2.6095 18.7034 25.8652 0.16
N 3.1974 17.3931 24.1074 0.17
H 2.4482 17.8425 26.3586 0.10
H 2.2400 19.5408 26.2786 0.11
H 3.3388 17.2172 23.1159 0.03
H 3.1443 16.6892 24.8195 0.11
C 7.8744 18.5129 21.1842 -0.63
O 7.1491 19.5155 20.9779 -0.11
N 9.2157 18.5453 21.0149 0.18
N 7.3654 17.2678 21.3428 0.16
H 9.6530 17.6466 21.0866 0.11
H 9.6678 19.4342 20.9114 0.12
H 6.3720 17.0998 21.2458 0.06
H 7.9957 16.5148 21.5512 0.09
C 4.5896 18.1971 17.9706 -0.65
O 5.1458 19.0804 18.6417 -0.08
N 4.1186 18.4157 16.7185 0.17
N 4.1369 17.0332 18.5163 0.17
H 3.6103 17.6842 16.2597 0.10
H 4.4164 19.2124 16.1850 0.11
H 4.2699 17.0158 19.5226 0.04
H 3.5873 16.4278 17.9408 0.10
C 6.8013 13.8847 22.9892 -0.67
O 7.5005 12.9650 23.3525 0.05
N 6.9340 15.2064 23.3262 0.13
N 5.6835 13.7358 22.1863 0.14
H 6.2260 15.8573 23.0306 0.06
H 7.6912 15.5658 23.8776 0.11
H 5.3279 14.5869 21.7986 0.06
H 5.5130 12.8322 21.7834 0.11
C 0.7849 18.3581 19.9368 -0.66
O 1.5379 19.2605 19.5201 -0.06
N -0.4401 18.2229 19.3684 0.16
N 1.1809 17.3213 20.6850 0.18
H -1.1500 17.6011 19.7254 0.06
H -0.6773 19.0690 18.8743 0.11
H 0.6512 16.4626 20.6081 0.06
H 2.1335 17.1746 20.9670 0.03
```

Values from the calculation:
- charge = +1
- relative energy (zero: lowest compared OMol25 entry of this formula, charge and spin) (kcal/mol) = 19.0
- multiplicity = 1
- total energy (Ha) = -1705.31951
- LUMO energy (Eh) = -0.180
- Kohn-Sham gap (eV) = 7.12

---

> What is the formula in the fourth record?

C9H32N11O7Sn

---

> Which value of multiplicity does entry 3 give?

1

---

> The lowest charge belongs to which entry?

C9H31O3P3Sr